C23H33N7P2SSm as an isolated structure. Source: the Open Molecules 2025 dataset; level of theory: ωB97M-V/def2-TZVPD.

Calculated values
Energy = -3017.647111 a.u.
LUMO energy (spin up / spin down) = -9.147 / -9.029 eV
Highest occupied orbital energy (spin up / spin down) = -16.1 / -16.1 eV

ORCA input file:
```
! RIJCOSX wB97M-V def2-TZVPD def2/J DEFGRID3
* xyz 3 6
Sm -0.42082 -0.40791 -0.19375
N 0.79562 2.54680 -3.69023
C 0.17200 1.71988 -2.87848
N 0.65472 1.26757 -1.73882
C 1.93862 1.68896 -1.35760
N 2.49686 1.28623 -0.25798
N 1.72219 0.43891 0.49135
C 2.27765 -0.00847 1.55844
C 1.53444 -0.90840 2.43847
C 2.09696 -1.38347 3.61268
C 1.34278 -2.21388 4.43522
C 0.05546 -2.54933 4.05057
C -0.43421 -2.04170 2.85586
N 0.27427 -1.23702 2.05964
C 2.67047 2.60473 -2.21385
C 3.94849 3.07637 -1.89293
C 4.59125 3.94733 -2.74512
C 3.97848 4.36341 -3.92972
C 2.71780 3.91138 -4.26824
C 2.07577 3.03600 -3.40386
H 0.34680 2.83322 -4.55023
H -0.81623 1.39910 -3.19020
H 3.29518 0.28072 1.80772
H 3.10310 -1.09468 3.88568
H 1.75610 -2.58420 5.36398
H -0.56771 -3.18604 4.66226
H -1.43773 -2.29077 2.52651
H 4.41538 2.74842 -0.97628
H 5.57710 4.31429 -2.49662
H 4.49455 5.04669 -4.58999
H 2.24010 4.23009 -5.18619
C -2.77430 2.58489 1.33381
P -2.75851 1.45266 -0.09140
C -3.21306 2.52920 -1.49093
C -4.25065 0.40706 0.15626
C -4.36703 -0.68213 -0.91302
P -2.95613 -1.86477 -0.84972
C -3.57091 -3.22472 0.19662
C -2.92781 -2.59425 -2.51757
H -3.73922 3.08760 1.41362
H -1.99736 3.34093 1.21638
H -2.58969 2.03949 2.25995
H -4.14552 3.05117 -1.27101
H -3.34947 1.95566 -2.40840
H -2.43347 3.27478 -1.65136
H -5.13901 1.04346 0.16181
H -4.18126 -0.03522 1.15592
H -4.38496 -0.24112 -1.91359
H -5.30597 -1.22922 -0.80380
H -4.45543 -3.67633 -0.25428
H -3.84012 -2.85498 1.18719
H -2.80264 -3.99081 0.30486
H -3.92003 -2.94975 -2.79898
H -2.23133 -3.43200 -2.53366
H -2.59627 -1.86161 -3.25450
S 0.77512 -2.63785 -1.33108
C 1.29049 -4.12196 -0.65087
N 1.84449 -4.29879 0.54551
C 2.32693 -5.67761 0.73124
C 1.87095 -6.36882 -0.57269
N 1.23632 -5.26621 -1.30667
H 2.11152 -3.52521 1.12814
H 1.87262 -6.12649 1.61189
H 3.40932 -5.69051 0.84600
H 1.15205 -7.16450 -0.38899
H 2.70463 -6.77174 -1.14421
H 0.91938 -5.33076 -2.26038
*
```